DFT (wB97M-V/def2-TZVPD) results for C3H11NP2 as an isolated structure in a non-equilibrium geometry.

Values from the calculation:
HOMO level in eV: -6.5
LUMO level in Ha: 0.0279
ΔE to the lowest compared entry with this formula, charge and spin in eV: 2.7403
Kohn-Sham gap in eV: 7.290
Charge: 0
E_tot in eV: -23352.047

Geometry (Å):
1 C -2.3462 -1.8623 0.4580
2 C 2.2625 1.4364 0.1022
3 C 0.8888 -0.3781 -0.4098
4 N 1.1111 0.7570 0.3253
5 P -0.7175 -1.1121 -0.3810
6 P -0.4439 1.4071 0.4736
7 H -2.4233 -2.9847 0.1788
8 H -3.2497 -1.5243 0.0651
9 H -2.2536 -1.7800 1.4920
10 H 2.4014 2.3605 0.5920
11 H 3.1874 0.9626 0.4972
12 H 2.4020 1.6351 -0.8869
13 H 1.6563 -1.1372 -0.2111
14 H -0.2625 -2.0920 -1.3511
15 H -1.3212 -0.3690 -1.4133
16 H -0.1652 2.5462 1.1972
17 H -0.7265 2.1349 -0.7283


DFT (wB97M-V/def2-TZVPD) results for C4H9NO2 as an isolated structure in a non-equilibrium geometry.

Values from the calculation:
HOMO level (alpha / beta) in eV: -3.3 / -2.8
LUMO level (alpha / beta) in Ha: 0.1523 / 0.0949
ΔE to the lowest compared entry with this formula, charge and spin in eV: 3.3826
Kohn-Sham gap (alpha / beta) in eV: 7.435 / 5.386
2S+1: 2
Charge: -1
⟨S²⟩: 0.761
E_tot in eV: -9875.304

Geometry (Å):
1 C 1.3741 -0.6029 -0.3238
2 O 2.4879 0.1902 -0.3110
3 C 0.1734 0.2633 -0.6236
4 C -1.0231 -0.4385 -1.3753
5 C -1.1168 -0.0725 0.1524
6 N -1.9699 1.1599 0.3550
7 O -1.2834 -1.0876 0.9308
8 H 1.1210 -1.1634 0.5796
9 H 1.4640 -1.4217 -1.1307
10 H 2.6193 0.1009 2.5357
11 H 0.3615 1.2874 -0.8433
12 H 2.6164 0.3357 1.7794
13 H -1.6825 0.0960 -1.9950
14 H -0.9697 -1.4738 -1.4796
15 H -1.4594 1.8868 0.8285
16 H -2.7129 0.9399 0.9207


DFT (wB97M-V/def2-TZVPD) results for C32H43BrN2P2Ru as an isolated structure in a non-equilibrium geometry.

Values from the calculation:
HOMO level (alpha / beta) in eV: -19.1 / -19.0
LUMO level (alpha / beta) in Ha: -0.4624 / -0.5245
ΔE to the lowest compared entry with this formula, charge and spin in eV: 0.0000
Kohn-Sham gap (alpha / beta) in eV: 6.473 / 4.763
2S+1: 5
Charge: +4
⟨S²⟩: 6.098
E_tot in eV: -128017.357

Geometry (Å):
1 C -5.0147 -3.1256 1.7200
2 C -3.9523 -3.2778 0.8063
3 C -4.2532 -3.6883 -0.5125
4 C -5.5989 -3.8903 -0.8607
5 N -6.5813 -3.7377 0.0242
6 C -6.3244 -3.3568 1.2733
7 C -2.6042 -3.0465 1.2214
8 C -1.4046 -2.9512 1.4835
9 C -0.0196 -2.7206 1.7359
10 C 0.3890 -1.9864 2.8746
11 C 1.4596 -1.1072 2.7421
12 C 1.9506 -0.9752 1.4223
13 C 2.0101 -2.1218 0.5827
14 C 0.9603 -3.0293 0.7518
15 Ru 1.8251 0.7477 0.4692
16 P -0.3321 0.8302 0.0359
17 H -3.4721 -3.9044 -1.2463
18 H -4.8426 -2.8921 2.7724
19 H -5.8690 -4.2066 -1.8758
20 H -7.1684 -3.2510 1.9627
21 H 0.7900 -3.8972 0.0972
22 H -0.2323 -2.0689 3.7681
23 H 2.7978 -2.2379 -0.1655
24 H 1.8804 -0.5409 3.5665
25 C -0.6715 2.5432 -0.5986
26 C -1.8926 2.8961 -1.4220
27 H 0.2107 2.7789 -1.2263
28 H -0.5716 3.2045 0.2764
29 H -1.7841 3.9483 -1.7148
30 H -1.9574 2.3178 -2.3477
31 H -2.8328 2.8097 -0.8717
32 C -1.1372 -0.4072 -1.0806
33 C -2.6629 -0.3500 -1.2501
34 H -0.8606 -1.3945 -0.6766
35 H -0.6433 -0.3097 -2.0599
36 H -2.9478 -1.0313 -2.0664
37 H -3.1939 -0.6928 -0.3516
38 H -3.0289 0.6514 -1.5086
39 C -1.3843 0.5670 1.5326
40 C -2.6226 1.4605 1.6223
41 H -0.7377 0.7371 2.4043
42 H -1.6434 -0.5050 1.5523
43 H -3.0896 1.3097 2.6038
44 H -2.3595 2.5198 1.5341
45 H -3.3781 1.2321 0.8597
46 Br 2.4793 2.7226 -0.9286
47 P 2.0757 0.1461 -2.7494
48 C 0.8158 0.7786 -3.9191
49 C 1.3286 1.1938 -5.2966
50 H 0.3572 1.6403 -3.4027
51 H 0.0330 0.0108 -4.0209
52 H 0.4730 1.5220 -5.9021
53 H 2.0326 2.0329 -5.2375
54 H 1.8015 0.3609 -5.8355
55 C 3.7099 0.8108 -3.2430
56 C 4.5980 -0.0835 -4.0960
57 H 4.1985 1.0411 -2.2815
58 H 3.5603 1.7791 -3.7418
59 H 5.5813 0.3975 -4.1916
60 H 4.7469 -1.0757 -3.6516
61 H 4.2025 -0.1999 -5.1143
62 C 2.1120 -1.6811 -2.9103
63 C 2.0037 -2.2302 -4.3304
64 H 1.2781 -2.0450 -2.2847
65 H 3.0349 -2.0226 -2.4140
66 H 1.9900 -3.3263 -4.2769
67 H 1.0770 -1.9119 -4.8233
68 H 2.8603 -1.9496 -4.9574
69 N 1.5970 1.7703 1.9769
70 C 1.5829 2.3193 3.0192
71 C 1.8533 2.7457 4.3297
72 C 2.9923 2.2276 4.9882
73 C 3.1817 2.5049 6.3397
74 C 2.2682 3.3145 7.0283
75 C 1.1832 3.8908 6.3518
76 C 0.9776 3.6272 4.9991
77 H 3.7016 1.6035 4.4349
78 H 4.0486 2.0887 6.8562
79 H 2.4140 3.5175 8.0927
80 H 0.4974 4.5522 6.8838
81 H 0.1478 4.0774 4.4487